{"formula": "C60H47P3RhSSi", "method": "ωB97M-V/def2-TZVPD", "symbols": ["Rh", "S", "P", "P", "P", "Si", "C", "C", "C", "C", "C", "C", "C", "C", "C", "C", "C", "C", "C", "C", "C", "C", "C", "C", "C", "C", "C", "C", "C", "C", "C", "C", "C", "C", "C", "C", "C", "C", "C", "C", "C", "C", "C", "C", "C", "C", "C", "C", "C", "C", "C", "C", "C", "C", "C", "C", "C", "C", "C", "C", "C", "C", "C", "C", "C", "C", "H", "H", "H", "H", "H", "H", "H", "H", "H", "H", "H", "H", "H", "H", "H", "H", "H", "H", "H", "H", "H", "H", "H", "H", "H", "H", "H", "H", "H", "H", "H", "H", "H", "H", "H", "H", "H", "H", "H", "H", "H", "H", "H", "H", "H", "H", "H"], "positions_angstrom": [[0.184, -0.032, 0.255], [2.268, 0.796, 0.276], [0.078, 0.518, -2.461], [-0.088, 0.391, 2.702], [-1.702, -1.416, -0.092], [-1.238, 1.857, -0.003], [-2.941, -0.328, -0.895], [0.151, 1.227, -5.188], [-2.561, 1.773, -5.340], [0.155, -4.897, -2.430], [-1.743, 2.037, -6.424], [-0.684, 2.779, 4.023], [-5.067, -0.063, -1.999], [-4.956, 1.313, -1.881], [-2.093, -3.454, 1.700], [5.935, -0.798, 0.217], [-2.447, -0.327, 3.855], [-1.246, 4.040, 4.138], [-0.534, -0.888, 5.209], [-2.772, -4.191, 2.649], [-1.847, -3.698, -1.835], [1.910, -2.517, -4.364], [-2.709, -2.365, 1.080], [3.679, -1.326, -3.263], [3.255, -2.383, -4.052], [1.633, 0.365, 3.289], [0.683, 2.199, -2.061], [0.362, 4.160, -0.704], [0.994, -1.606, -3.879], [-0.664, 1.000, -4.079], [-0.739, 2.102, 2.809], [-0.041, 2.875, -1.062], [0.927, -3.968, -1.752], [-4.071, -3.844, 2.996], [-0.389, 1.748, -6.349], [-2.025, 1.256, -4.174], [-1.394, 2.672, 1.714], [-3.286, -0.834, 4.825], [4.781, 1.726, 0.109], [-4.680, -2.756, 2.394], [2.766, -0.397, -2.794], [-1.078, -2.755, -1.162], [1.443, 4.761, -1.318], [-1.065, -0.345, 4.042], [-2.818, 1.066, -0.777], [2.231, -0.895, 3.337], [1.422, -0.529, -3.104], [-1.909, 4.605, 3.060], [-1.224, -4.755, -2.475], [3.772, 1.375, 3.683], [-4.001, -2.004, 1.452], [4.562, -0.681, 0.281], [-2.757, -1.367, 5.990], [0.309, -2.904, -1.127], [-4.065, -0.879, -1.500], [2.127, 4.097, -2.327], [1.731, 2.826, -2.714], [-1.385, -1.389, 6.178], [3.991, 0.585, 0.221], [6.731, 0.333, 0.101], [6.153, 1.594, 0.055], [2.412, 1.504, 3.452], [3.587, -1.015, 3.571], [-1.988, 3.917, 1.863], [-3.837, 1.867, -1.277], [4.361, 0.123, 3.737], [7.803, 0.227, 0.047], [1.622, -1.776, 3.161], [-4.481, -1.149, 1.001], [-2.291, -5.037, 3.117], [0.624, -5.737, -2.914], [0.534, -0.901, 5.372], [4.379, 2.257, 3.814], [1.207, 1.001, -5.153], [3.097, 0.432, -2.188], [-5.743, 1.952, -2.254], [2.261, 2.319, -3.505], [-1.182, 4.580, 5.071], [2.969, 4.570, -2.811], [-2.923, -3.621, -1.849], [-2.366, 5.580, 3.148], [-4.174, -1.951, -1.563], [-3.751, 2.939, -1.192], [-3.621, 1.972, -5.394], [-3.415, -1.753, 6.754], [5.424, 0.033, 3.895], [-5.940, -0.504, -2.461], [1.574, -3.331, -4.985], [-4.355, -0.808, 4.683], [-2.157, 2.458, -7.327], [-5.694, -2.487, 2.654], [-0.198, 2.318, 4.875], [4.048, -1.990, 3.611], [1.999, -4.072, -1.707], [0.907, -2.163, -0.575], [-2.525, 4.346, 1.029], [-1.824, -5.485, -2.998], [6.392, -1.774, 0.259], [6.773, 2.473, -0.024], [0.251, 1.936, -7.199], [-0.177, 4.683, 0.071], [4.302, 2.693, 0.062], [4.722, -1.208, -3.013], [-4.604, -4.422, 3.734], [-1.079, -3.716, 1.426], [1.751, 5.752, -1.018], [3.923, -1.546, 0.375], [3.973, -3.100, -4.422], [-2.662, 1.048, -3.331], [-2.846, 0.101, 2.944], [-0.063, -1.714, -4.084], [-0.979, -1.788, 7.096], [1.960, 2.484, 3.371]], "forces_ev_per_angstrom": [[-3.491, -1.477, 1.792], [0.619, 2.068, -0.642], [1.286, 0.454, -0.046], [1.104, 0.597, -1.208], [0.148, 1.455, -0.652], [0.754, -1.415, 0.334], [-0.051, -0.241, 0.061], [0.047, -0.038, 0.122], [-0.086, 0.068, -0.072], [0.065, 0.055, 0.086], [-0.098, -0.023, 0.029], [0.010, 0.019, 0.016], [-0.066, 0.004, -0.062], [-0.065, 0.019, 0.017], [0.031, 0.149, -0.142], [0.171, 0.021, -0.035], [0.186, -0.015, -0.039], [0.029, -0.004, 0.079], [0.192, 0.128, -0.213], [-0.035, -0.077, 0.126], [-0.032, 0.110, -0.011], [0.028, 0.000, -0.145], [0.337, 0.233, 0.498], [0.068, -0.031, -0.021], [0.010, 0.001, -0.006], [-0.068, -0.075, 0.039], [-0.234, 0.087, 0.011], [-0.344, -0.142, 0.045], [0.079, 0.236, 0.030], [-0.583, -0.363, 0.125], [0.047, -0.199, -0.197], [-0.213, -0.335, 0.065], [0.001, -0.246, 0.074], [0.023, 0.009, -0.049], [0.037, 0.052, -0.021], [0.134, -0.101, 0.068], [0.221, -0.521, -0.696], [-0.117, 0.033, 0.059], [-0.156, -0.079, 0.009], [-0.110, -0.075, 0.024], [0.010, 0.231, 0.010], [0.357, 0.324, 0.241], [0.148, 0.121, -0.132], [-0.265, -0.545, -0.469], [0.563, 0.301, 0.347], [-0.192, 0.100, 0.064], [-0.151, -0.048, 0.112], [-0.066, 0.028, -0.042], [-0.177, -0.022, -0.062], [0.102, 0.024, 0.076], [0.141, -0.006, -0.171], [0.113, 0.123, -0.101], [0.043, 0.042, -0.034], [0.022, 0.376, 0.413], [0.059, 0.102, -0.074], [-0.081, -0.030, 0.053], [0.018, 0.065, 0.033], [-0.106, -0.034, 0.164], [-0.274, -0.689, 0.388], [0.191, 0.007, 0.041], [0.127, -0.184, -0.021], [-0.303, -0.077, 0.149], [0.023, -0.038, 0.049], [-0.165, 0.077, 0.019], [-0.114, 0.025, 0.105], [-0.041, 0.038, 0.044], [0.112, 0.008, 0.012], [0.064, -0.088, 0.017], [-0.041, 0.044, 0.011], [0.022, -0.043, 0.044], [0.061, -0.108, -0.087], [0.056, -0.012, -0.019], [0.045, 0.103, -0.034], [0.052, -0.024, 0.021], [0.052, 0.005, 0.002], [-0.049, 0.069, -0.045], [0.084, -0.061, -0.063], [0.017, -0.007, 0.072], [0.058, 0.025, -0.039], [-0.097, -0.057, -0.008], [-0.028, 0.062, 0.051], [-0.049, -0.069, -0.014], [-0.066, 0.198, -0.060], [-0.116, 0.029, -0.036], [-0.044, -0.043, 0.064], [0.093, 0.004, 0.023], [-0.018, 0.008, -0.043], [-0.038, -0.153, -0.058], [-0.125, 0.001, -0.041], [-0.046, 0.016, -0.100], [-0.076, 0.015, 0.059], [-0.001, 0.015, 0.056], [0.018, -0.098, -0.021], [0.104, 0.008, -0.017], [-0.056, -0.398, -0.290], [-0.057, 0.204, -0.091], [-0.028, -0.052, -0.044], [0.092, -0.158, -0.004], [0.096, 0.103, -0.036], [0.054, -0.005, -0.046], [0.049, 0.127, 0.124], [-0.030, 0.089, 0.019], [0.131, -0.016, 0.013], [-0.061, -0.071, 0.073], [0.030, -0.094, 0.006], [0.020, 0.053, 0.018], [-0.014, -0.083, 0.012], [0.059, -0.070, -0.065], [-0.110, -0.024, 0.033], [-0.142, 0.019, -0.006], [-0.063, -0.122, -0.161], [0.081, -0.048, 0.050], [0.045, 0.040, -0.005]], "mulliken_charge": [-1.02, 0.09, 1.29, 2.39, 2.71, 1.43, 0.67, -0.57, -0.68, -0.75, -0.71, -0.17, -1.00, -1.02, -1.04, -0.86, -0.41, -0.90, -0.76, -0.73, -0.69, -0.95, 1.05, -0.89, -0.77, 0.28, 1.16, -1.00, -0.25, 0.26, -0.32, 0.61, -0.62, -0.63, -0.83, -0.15, -0.26, -0.62, -0.51, -0.78, -0.54, 0.75, -0.95, 1.00, 0.17, -0.53, -0.04, -0.78, -0.76, -0.70, -0.58, -0.55, -0.76, 0.37, -0.58, -1.03, -0.91, -0.66, 0.52, -0.70, -0.73, -0.83, -1.06, -0.33, -0.54, -0.39, 0.44, 0.61, 0.31, 0.46, 0.46, 0.41, 0.43, 0.36, 0.65, 0.45, 0.33, 0.45, 0.46, 0.35, 0.46, 0.41, 0.45, 0.50, 0.44, 0.44, 0.47, 0.47, 0.49, 0.41, 0.49, 0.53, 0.41, 0.51, -0.48, 0.51, 0.46, 0.49, 0.44, 0.44, 0.48, 0.50, 0.53, 0.45, 0.40, 0.45, 0.56, 0.42, 0.27, 0.25, 0.50, 0.46, 0.33], "e_tot_ha": -4136.7696, "homo_lumo_gap_ha": 0.2021, "homo_ha": -0.3260, "total_charge": 1}